Record 1
Computed, not measured: C3H8P2 as an isolated structure, with ωB97M-V/def2-TZVPD.

```
13
Properties=species:S:1:pos:R:3:forces:R:3:lowdin_charge:R:1
C 4.1936 0.3520 -0.5971 -0.49 -1.05 0.86 -0.38
C -1.4324 0.1316 -0.9953 -0.42 -0.21 0.15 -0.20
C -1.0001 -0.2405 0.4473 1.18 -3.03 -2.58 -0.54
P 0.4627 -1.4520 0.3208 1.55 0.49 0.07 0.68
P 2.6603 0.0122 -0.1141 -0.54 -1.04 -0.41 0.58
H 4.8548 -0.4917 -0.7906 0.08 -0.03 -0.71 -0.10
H -2.0562 1.0826 -0.8843 0.73 -1.38 -0.78 0.09
H -0.4582 0.3189 -1.5093 -1.01 0.34 -0.02 0.04
H -1.9489 -0.6985 -1.5731 0.40 1.15 0.82 0.08
H -1.6040 -0.8892 1.0691 -0.81 0.59 0.22 0.05
H -0.6614 0.6411 0.8103 0.67 2.53 2.16 0.01
H 2.2762 1.1488 0.4664 -1.04 1.62 0.58 -0.15
H 0.8829 -1.4349 1.6977 -0.29 0.00 -0.36 -0.15
```
Positions in Å, forces in eV/Å.

- ΔE to the lowest compared entry with this formula, charge and spin: 3.940 eV
- Multiplicity: 1
- Gap between HOMO and LUMO (alpha / beta): 7.21 / 7.21 eV

=====

Record 2
Computed, not measured: one molecule with the formula C3H8P2, with ωB97M-V/def2-TZVPD.

```
13
Properties=species:S:1:pos:R:3:forces:R:3:lowdin_charge:R:1
C 0.8022 -1.3489 0.0168 -2.64 -0.16 1.71 -0.22
C -0.1664 -1.1909 -1.1029 -0.23 -0.75 2.68 -0.36
C 0.1153 1.5952 -0.0085 -0.45 0.35 -0.79 -0.31
P -2.8107 -0.2871 0.3152 -0.05 -0.64 -2.21 0.38
P -0.7623 -0.0191 0.3251 2.90 -0.45 -2.45 0.54
H 0.7663 -2.1919 0.7282 -0.17 0.36 -0.66 0.07
H 1.7582 -0.9274 -0.0544 1.11 0.93 -0.07 0.03
H 0.2697 -1.2117 -2.0623 0.03 1.18 -1.24 0.06
H -0.9027 -1.9651 -0.9853 -0.39 -0.33 -0.44 0.02
H 1.2036 1.4342 -0.1494 -0.75 -0.06 -0.77 0.04
H -0.4331 2.3212 -0.7061 0.99 -1.51 0.45 0.07
H 0.1429 2.1507 0.8875 -0.33 0.54 1.51 -0.01
H -3.1414 -0.0001 1.5718 -0.04 0.54 2.27 -0.32
```
Positions in Å, forces in eV/Å.

- ΔE to the lowest compared entry with this formula, charge and spin: 1.939 eV
- Structure (SMILES): CP1(=P)CC1
- Multiplicity: 1
- Gap between HOMO and LUMO: 7.45 eV

=====

Record 3
Computed, not measured: one molecule with the formula C3H8S, with ωB97M-V/def2-TZVPD.

```
12
Properties=species:S:1:pos:R:3:forces:R:3:lowdin_charge:R:1
C 1.3024 -0.8302 0.5070 -1.30 1.86 0.58 -0.09
C 0.1531 -0.2447 -0.3858 2.11 2.41 2.36 -0.38
C -0.8869 0.4649 0.4215 -1.57 -1.49 0.81 -0.59
S -2.1291 1.0695 -0.7963 -1.93 -0.08 0.59 0.65
H 1.9790 -1.0995 -0.2130 2.32 -0.89 -1.48 0.02
H 1.1307 -1.7367 1.1277 -0.43 0.91 -0.23 0.08
H 1.7516 0.0524 1.0698 -0.56 -1.42 -0.30 0.10
H 0.4754 0.6457 -0.9266 1.38 -0.46 -0.60 0.09
H -0.2517 -0.8677 -1.1127 -0.87 -1.47 -0.84 0.07
H -0.6447 1.2842 1.1377 0.52 -0.69 -0.85 0.08
H -1.2979 -0.4042 1.0581 -0.59 1.68 -0.85 0.11
H -1.5820 1.6665 -1.8873 0.93 -0.36 0.80 -0.15
```
Positions in Å, forces in eV/Å.

- ΔE to the lowest compared entry with this formula, charge and spin: 1.199 eV
- Structure (SMILES): CCCS
- Multiplicity: 1
- Gap between HOMO and LUMO: 9.97 eV

=====

Record 4
Computed, not measured: a 3-piece molecular cluster, C3H8S2 overall, with ωB97M-V/def2-TZVPD.

```
13
Properties=species:S:1:pos:R:3:forces:R:3:lowdin_charge:R:1
C 2.2992 1.4018 -0.5080 -2.24 -2.00 -2.25 0.17
C 1.5545 1.0698 -1.8253 3.12 0.28 4.80 -0.29
C -2.1531 -2.7347 3.3802 -3.06 1.13 2.78 -0.46
S -3.5010 -2.4541 4.5391 3.73 -1.26 -3.65 0.42
S -0.9521 1.1958 -2.8713 -3.52 -0.77 0.16 0.12
H 2.3927 0.7703 0.4362 -0.32 0.76 -1.62 0.09
H 2.3957 2.4484 -0.4162 0.75 1.03 0.45 0.04
H 2.1137 1.1375 -2.7158 0.52 1.13 -1.26 0.08
H 0.7139 1.7755 -1.7676 -1.22 1.11 -0.25 -0.05
H 1.1040 0.1512 -1.8945 -0.65 -2.62 0.45 -0.01
H -1.3463 -1.9599 3.6214 -0.77 -1.64 -1.07 -0.01
H -2.1555 -3.5320 2.5169 0.09 1.78 1.93 0.04
H -2.4657 0.7306 -2.4950 3.56 1.07 -0.48 -0.14
```
Positions in Å, forces in eV/Å.

- ΔE to the lowest compared entry with this formula, charge and spin: 8.300 eV
- Multiplicity: 1
- Gap between HOMO and LUMO: 4.93 eV

=====

Record 5
Computed, not measured: a 2-piece molecular cluster, C3H8S3 overall, with ωB97M-V/def2-TZVPD.

```
14
Properties=species:S:1:pos:R:3:forces:R:3:lowdin_charge:R:1
C -2.7626 -0.4065 -0.7819 -0.25 0.16 0.34 -1.10
C 1.1213 1.4870 0.1304 0.23 0.32 0.18 -0.47
C 1.6285 -1.2092 0.2302 0.47 -0.18 0.26 -0.49
H -1.4566 0.2632 1.0017 -0.15 -0.10 0.08 -0.05
H -2.7884 -0.9578 -1.7210 0.04 0.01 -0.01 0.01
H 0.0511 1.2701 0.1745 0.67 0.53 -0.10 -0.08
H 1.5142 1.5806 1.1473 0.04 -0.01 -0.12 0.04
H 1.2616 2.4387 -0.3872 0.02 -0.12 0.05 0.04
H 2.0163 -1.0809 1.2452 0.03 0.01 -0.12 0.04
H 0.5514 -1.3924 0.2734 1.12 -0.36 0.15 -0.12
H 2.1119 -2.0793 -0.2194 -0.01 0.10 0.03 0.04
S -1.1756 -0.4691 -0.0863 -2.28 -0.20 -0.71 0.81
S -4.0814 0.3338 -0.2059 0.23 -0.12 -0.12 0.60
S 2.0084 0.2219 -0.8012 -0.17 -0.04 0.10 0.72
```
Positions in Å, forces in eV/Å.

- ΔE to the lowest compared entry with this formula, charge and spin: 1.314 eV
- Structure (SMILES): S=CS.CSC
- Multiplicity: 1
- Gap between HOMO and LUMO: 8.29 eV

=====

Record 6
Computed, not measured: one molecule with the formula C3H8Se, with ωB97M-V/def2-TZVPD.

```
12
Properties=species:S:1:pos:R:3:forces:R:3:mulliken_spin:R:1
C 1.2998 0.2192 0.1919 -1.06 0.03 -2.36 0.09
C -0.7316 -1.0994 -0.5958 0.05 -1.72 0.82 0.03
C -0.2761 0.2227 -0.0732 2.32 2.01 -3.90 0.32
Se -1.2112 0.9290 1.5398 -2.07 -2.31 4.04 1.62
H 1.5826 1.1230 0.6359 0.37 1.57 0.99 -0.03
H 2.0375 0.1698 -0.7021 -1.63 -0.48 1.15 0.01
H 1.4485 -0.5647 0.8945 0.56 -0.81 0.48 -0.04
H -0.1013 -1.9295 -0.1110 -1.30 0.92 -0.53 0.01
H -1.8467 -1.3161 -0.5262 1.33 0.27 0.06 -0.06
H -0.4269 -1.0921 -1.6348 -0.22 -0.33 -0.36 0.01
H -0.6058 1.0407 -0.8447 0.88 -1.11 1.08 -0.01
H -1.1688 2.2976 1.2256 0.76 1.96 -1.48 0.05
```
Positions in Å, forces in eV/Å.

- ΔE to the lowest compared entry with this formula, charge and spin: 1.106 eV
- Multiplicity: 3
- Gap between HOMO and LUMO (alpha / beta): 4.79 / 7.67 eV

=====

Look up the ΔE to the lowest compared entry with this formula, charge and spin of the sixth one.
1.106 eV

=====

The highest multiplicity belongs to which entry?
C3H8Se